Arrangement A

Molecular formula: CH2N2O
Method: DFT, the ωB97M-V functional and the def2-TZVPD basis

Properties
HOMO energy: -10.489 eV
Kohn-Sham gap: 10.4149 eV
LUMO energy: -0.07 eV

Positions of all 6 atoms, in Å:
C  -2.1584  0.2174  -0.1033
N  -0.9930  0.0644  0.0529
N  0.5475  -0.1149  -0.0620
O  1.1059  -1.2375  -0.0547
H  0.8077  0.6377  -0.7256
H  0.6902  0.4329  0.8927

Atom charges from the Löwdin analysis, given in e for atoms 1 to 2: atom 1 (C): -0.010, atom 2 (N): -0.047

Arrangement B

Molecular formula: CH2N2O
Method: DFT, the ωB97M-V functional and the def2-TZVPD basis

Properties
HOMO energy: -8.723 eV
Kohn-Sham gap: 9.4545 eV
LUMO energy: 0.73 eV

Positions of all 6 atoms, in Å:
C  -0.0967  0.6409  0.0176
N  2.3433  -0.5470  -0.0195
N  2.6121  0.5370  0.0446
O  -0.0080  -0.6120  0.0084
H  -1.2514  0.7995  -0.1837
H  0.8911  -0.9710  -0.0945

Atom charges from the Löwdin analysis, given in e for atoms 1 to 2: atom 1 (C): -0.072, atom 2 (N): 0.023

The most stable of them is arrangement B.

Arrangement A

Molecular formula: C4H6ClF
Method: DFT, the ωB97M-V functional and the def2-TZVPD basis

Properties
HOMO energy: -9.579 eV
Kohn-Sham gap: 10.4356 eV
LUMO energy: 0.86 eV

Positions of all 12 atoms, in Å:
C  -2.5552  1.1049  -0.0567
C  -2.0080  -0.0711  -0.2709
C  0.5561  -0.5778  0.5795
C  -0.0190  -0.0031  -0.6593
F  -3.8882  1.3208  0.2281
Cl  -2.6580  -1.6229  -0.0269
H  -1.8928  2.0650  -0.1724
H  0.0739  -1.4430  0.7296
H  0.2743  0.1656  1.2819
H  1.6714  -0.8826  0.4411
H  0.1967  -0.7084  -1.4103
H  0.3003  1.0842  -0.7506

Atom charges from the Löwdin analysis, given in e for atoms 1 to 2: atom 1 (C): -0.229, atom 2 (C): -0.607

Arrangement B

Molecular formula: C4H6ClF
Method: DFT, the ωB97M-V functional and the def2-TZVPD basis

Properties
HOMO energy (spin up / spin down): -8.015 / -8.014 eV
Kohn-Sham gap (spin up / spin down): 7.4887 / 7.4888 eV
LUMO energy (spin up / spin down): -0.53 / -0.53 eV

Positions of all 12 atoms, in Å:
C  -0.1080  -0.5818  -0.4384
C  -1.6197  -3.4067  -0.4379
C  -1.2385  0.3380  -0.1630
C  1.0316  -0.4802  0.5315
F  -1.0781  -3.2664  -1.6301
Cl  -0.7870  -4.6001  0.4558
H  -1.5382  0.4870  0.9105
H  -2.1012  -0.0490  -0.6951
H  -0.8303  1.2799  -0.6482
H  1.8546  -1.2728  0.4717
H  0.5300  -0.4258  1.5525
H  1.3832  0.4716  0.3020

Atom charges from the Löwdin analysis, given in e for atoms 1 to 2: atom 1 (C): -0.104, atom 2 (C): -0.531

Arrangement C

Molecular formula: C4H6ClF
Method: DFT, the ωB97M-V functional and the def2-TZVPD basis

Properties
HOMO energy: -11.048 eV
Kohn-Sham gap: 11.9226 eV
LUMO energy: 0.87 eV

Positions of all 12 atoms, in Å:
C  0.5279  0.0248  0.7884
C  0.8498  0.3239  -0.5624
C  -0.4675  -0.3629  -0.9174
C  -0.9207  -0.0144  0.5741
H  1.9312  0.0136  -1.0713
H  0.5646  1.5118  -0.7611
H  -0.2502  -1.3119  -1.4703
H  -1.1269  0.1198  -1.7324
H  -1.8019  0.8595  0.7332
H  -1.1753  -0.8759  1.2578
F  0.6081  -1.4014  1.1181
Cl  1.2609  1.1132  2.0433

Atom charges from the Löwdin analysis, given in e for atoms 1 to 2: atom 1 (C): -0.897, atom 2 (C): -0.219

The most stable of them is arrangement C.

Arrangement A

Molecular formula: C3H14N4
Method: DFT, the ωB97M-V functional and the def2-TZVPD basis

Properties
HOMO energy: -7.529 eV
Kohn-Sham gap: 8.5373 eV
LUMO energy: 1.01 eV

Positions of all 21 atoms, in Å:
C  -2.8914  0.6093  0.1362
C  2.9090  -0.0923  0.7127
N  2.0040  -1.1353  0.2522
N  -2.6684  -0.1067  -0.9334
H  2.5109  -1.8079  -0.3161
H  -3.2397  -0.0796  -1.7744
H  -1.8251  -0.6988  -0.9674
H  -1.7591  1.1821  0.7713
H  -3.7942  1.2314  0.0623
H  3.7224  -0.5473  1.2780
H  3.3424  0.5112  -0.0993
H  2.3606  0.5794  1.3730
C  0.8511  -0.6245  -0.4755
N  -0.7870  1.9448  0.9024
N  -0.2112  -1.6199  -0.5980
H  -0.4058  -1.9904  0.3286
H  0.0950  -2.4023  -1.1694
H  -0.8000  2.6427  0.1610
H  -0.9644  2.4530  1.7671
H  0.4541  0.2290  0.0822
H  1.0969  -0.2781  -1.4932

Atom charges from the Löwdin analysis, given in e for atoms 1 to 2: atom 1 (C): -0.054, atom 2 (C): -0.145

Arrangement B

Molecular formula: C3H14N4
Method: DFT, the ωB97M-V functional and the def2-TZVPD basis

Properties
HOMO energy: -6.522 eV
Kohn-Sham gap: 7.3641 eV
LUMO energy: 0.84 eV

Positions of all 21 atoms, in Å:
C  0.2257  -1.2860  -1.0246
C  0.0196  1.3978  -1.6113
N  1.0905  0.5419  -1.1125
N  1.5428  1.0048  0.0459
N  1.1852  -1.9836  -0.1833
H  0.5245  0.7194  1.0268
H  2.3888  0.4751  0.2635
H  1.0996  -2.9945  -0.2351
H  2.1219  -1.7410  -0.4878
H  0.3312  -1.4311  -2.1033
H  -0.7999  -1.5972  -0.7687
H  -0.4984  0.8935  -2.4242
H  -0.7020  1.6901  -0.8356
H  0.4804  2.3137  -1.9938
C  -1.7496  0.6390  1.7816
N  -0.4384  0.0755  1.4482
H  -0.1003  -0.6178  2.1100
H  -0.4575  -0.4566  0.5206
H  -2.0066  1.4014  1.0468
H  -1.7334  1.0869  2.7754
H  -2.5240  -0.1316  1.7614

Atom charges from the Löwdin analysis, given in e for atoms 1 to 2: atom 1 (C): -0.253, atom 2 (C): -0.157

The most stable of them is arrangement A.

Arrangement A

Molecular formula: C5H6S2
Method: DFT, the ωB97M-V functional and the def2-TZVPD basis

Properties
HOMO energy: -8.807 eV
Kohn-Sham gap: 8.4866 eV
LUMO energy: -0.32 eV
SMILES: C#CCSC(C)=S

Positions of all 13 atoms, in Å:
C  1.2700  -1.4419  -3.1842
C  1.2331  -0.7149  -2.1493
C  1.1220  -0.0634  -0.8421
S  -0.5616  -0.0104  -0.3375
C  -0.4574  0.6146  1.3083
C  -1.7312  0.4060  1.9163
S  0.6756  1.5774  2.0757
H  1.2293  -2.1372  -3.8901
H  1.6353  0.9607  -0.7278
H  1.5538  -0.5720  0.0160
H  -2.2942  1.2299  1.2363
H  -1.7110  0.7915  2.9303
H  -1.9638  -0.6403  1.6479

Atom charges from the Löwdin analysis, given in e for atoms 1 to 2: atom 1 (C): 0.148, atom 2 (C): -0.177

Arrangement B

Molecular formula: C5H6S2
Method: DFT, the ωB97M-V functional and the def2-TZVPD basis

Properties
HOMO energy: -8.094 eV
Kohn-Sham gap: 8.8581 eV
LUMO energy: 0.76 eV
SMILES: S[C@@]12C[C@@H]1C=CS2

Positions of all 13 atoms, in Å:
S  -2.5676  -0.4862  0.0482
C  -0.8633  0.0294  0.3328
C  -0.0354  -0.9651  1.0297
C  0.2422  -0.6524  -0.4382
C  1.3538  0.3052  -0.5664
C  1.0664  1.4912  -0.0101
S  -0.4721  1.7638  0.6270
H  -2.5908  -0.0045  -1.3078
H  -0.7036  -1.8136  1.0646
H  0.6995  -0.6051  1.7366
H  0.1596  -1.4499  -1.2870
H  2.0548  0.0073  -1.2947
H  1.6565  2.3800  0.0653

Atom charges from the Löwdin analysis, given in e for atoms 1 to 2: atom 1 (S): 0.726, atom 2 (C): -1.062

The most stable of them is arrangement B.